Version a
Density functional theory data (wB97M-V/def2-TZVPD) for a 2-piece molecular cluster, C4H5I overall.

Geometry as XYZ:
```
10
C4H5I (wB97M-V/def2-TZVPD)
C -0.4591 -1.3244 -1.0426
C -0.6302 -2.0328 0.0482
C -0.3940 1.5561 -0.1570
C 0.9169 1.4708 -0.0657
I 2.0391 0.6255 1.6227
H -0.6111 -2.2234 1.1789
H -0.5282 -3.0115 -0.6595
H -1.0002 1.9927 -0.9186
H -0.9587 1.2783 0.7977
H 1.6255 1.6687 -0.8041
```

Values from the calculation:
Orbital gap: 9.64 eV
HOMO level: -0.3421 Ha
E_LUMO: 0.33 eV

***

Version b
Density functional theory data (wB97M-V/def2-TZVPD) for a 2-piece molecular cluster, C4H5I overall.

Geometry as XYZ:
```
10
C4H5I (wB97M-V/def2-TZVPD)
C -1.5414 -0.4296 0.0791
C -0.4269 0.2594 -0.1130
C 0.7484 -0.4848 0.1476
C 2.5275 0.6623 0.3347
I 4.5540 0.0259 0.2035
H -2.5639 -0.2069 -0.2879
H -1.5178 -1.4527 0.4179
H -0.4168 1.2878 -0.4907
H 0.7756 -1.3779 0.6556
H 2.2297 1.3925 -0.3100
```

Values from the calculation:
Orbital gap (alpha / beta): 7.52 / 8.09 eV
HOMO level (alpha / beta): -0.3010 / -0.3118 Ha
E_LUMO (alpha / beta): -0.67 / -0.40 eV

***

Version c
Density functional theory data (wB97M-V/def2-TZVPD) for an isolated molecule of C4H5I.

Geometry as XYZ:
```
10
C4H5I (wB97M-V/def2-TZVPD)
C 0.8323 -0.0934 0.0965
C 1.5642 1.0235 -0.1261
C 3.0636 1.4725 0.0427
C -0.7263 -0.2677 -0.0378
I 4.3887 -0.1585 0.0144
H 1.5217 -0.9530 0.3286
H 0.9788 1.9719 -0.4403
H -1.0556 0.5004 0.5924
H -1.0512 0.0176 -0.9673
H -1.1107 -1.2609 0.2360
```

Values from the calculation:
Orbital gap: 7.32 eV
HOMO level: -0.3163 Ha
E_LUMO: -1.28 eV

***

Q: Which of them is the most stable? A: version c.

***

Version a
Density functional theory data (wB97M-V/def2-TZVPD) for an isolated molecule of C4H5I.

Geometry as XYZ:
```
10
C4H5I (wB97M-V/def2-TZVPD)
C 1.5593 0.3981 -0.6976
C 0.7229 0.9012 0.3213
C 1.0765 -0.5102 0.1445
C -1.7508 -0.8025 -0.0779
I -1.4761 1.3256 0.1957
H 2.2231 0.8419 -1.3223
H 1.2195 1.4583 1.2442
H 0.9899 -1.5398 0.4205
H -2.2225 -1.0697 0.7756
H -2.3417 -1.0029 -1.0039
```

Values from the calculation:
Orbital gap (alpha / beta): 7.86 / 7.86 eV
HOMO level (alpha / beta): -0.2746 / -0.2746 Ha
E_LUMO (alpha / beta): 0.39 / 0.39 eV

***

Version b
Density functional theory data (wB97M-V/def2-TZVPD) for an isolated molecule of C4H5I.

Geometry as XYZ:
```
10
C4H5I (wB97M-V/def2-TZVPD)
C 0.4370 1.4050 -0.0733
C 0.2143 0.1780 0.4462
C -0.7289 -0.9122 0.0273
C -2.1294 -1.1820 -0.0663
I -3.6876 0.2501 0.1892
H 1.1881 1.9296 0.5038
H -0.1163 1.8933 -0.8928
H 0.7056 -0.2863 1.2817
H -0.2494 -1.8614 0.1495
H -2.4229 -2.1423 -0.3602
```

Values from the calculation:
Orbital gap: 9.23 eV
HOMO level: -0.3211 Ha
E_LUMO: 0.49 eV
SMILES: C=C/C=C\I

***

Q: Which of them is the most stable? A: version b.

***

Version a
Density functional theory data (wB97M-V/def2-TZVPD) for a 2-piece molecular cluster, C4H8ClN overall.

Geometry as XYZ:
```
14
C4H8ClN (wB97M-V/def2-TZVPD)
C 0.8500 0.2426 -0.7175
C 1.9046 0.3940 -1.7374
C -1.1025 -0.9496 1.4485
C -1.8950 0.1536 0.8788
N -0.2799 0.7573 -0.8660
Cl -1.8225 1.6330 1.7529
H 1.3307 -0.2785 0.1537
H 2.6537 1.1086 -1.2577
H 1.3427 0.8560 -2.5576
H 2.2972 -0.5179 -1.9702
H -0.0664 -0.6349 1.3249
H -1.2530 -0.9936 2.4721
H -1.3230 -1.8919 0.9662
H -2.6368 0.1212 0.1093
```

Values from the calculation:
Orbital gap (alpha / beta): 9.57 / 7.58 eV
HOMO level (alpha / beta): -0.3291 / -0.2812 Ha
E_LUMO (alpha / beta): 0.61 / -0.07 eV

***

Version b
Density functional theory data (wB97M-V/def2-TZVPD) for an isolated molecule of C4H8ClN.

Geometry as XYZ:
```
14
C4H8ClN (wB97M-V/def2-TZVPD)
C -1.7734 -0.8801 -0.1918
C -0.4961 -0.5890 0.4744
C 0.5418 -0.1804 -0.2548
C 1.8299 0.2987 0.4293
N 2.0911 1.5603 -0.1659
Cl 3.0910 -1.0512 -0.0329
H -2.6017 -0.1385 -0.2322
H -2.1898 -1.7896 0.3403
H -1.4626 -1.1317 -1.3059
H -0.6371 -0.9132 1.4939
H 0.2323 0.1023 -1.3448
H 1.9590 0.2784 1.4802
H 2.7570 2.1701 0.2970
H 1.8180 1.6300 -1.0979
```

Values from the calculation:
Orbital gap: 10.43 eV
HOMO level: -0.3420 Ha
E_LUMO: 1.12 eV
SMILES: C/C=C/[C@H](N)Cl

***

Q: Which of them is the most stable? A: version b.

***

Version a
Density functional theory data (wB97M-V/def2-TZVPD) for C3H10N3 as an isolated structure.

Geometry as XYZ:
```
16
C3H10N3 (wB97M-V/def2-TZVPD)
C 0.6812 1.5112 -0.2223
C -0.4153 -1.1200 0.3107
C -0.7977 0.1907 -0.3609
N 1.8297 1.0728 0.0934
N -1.9455 0.7446 0.2331
N 0.9037 -1.6461 -0.0701
H 0.6601 2.6638 -0.3473
H -0.5212 -1.0587 1.3950
H -1.2905 -1.8114 -0.0605
H -0.7953 0.4069 -1.4868
H 2.6159 1.6020 0.3583
H -2.4864 1.3501 -0.2816
H -2.3201 0.1734 0.9317
H 1.0280 -1.5015 -1.0925
H 0.9251 -2.6321 0.2472
H 1.9286 0.0542 0.3525
```

Values from the calculation:
Expectation value of S²: 2.017
Orbital gap (alpha / beta): 7.40 / 6.69 eV
HOMO level (alpha / beta): -0.3765 / -0.5199 Ha
Spin multiplicity: 3
E_LUMO (alpha / beta): -2.85 / -7.46 eV
Net charge: +1

***

Version b
Density functional theory data (wB97M-V/def2-TZVPD) for a 2-piece molecular cluster, C3H10N3 overall.

Geometry as XYZ:
```
16
C3H10N3 (wB97M-V/def2-TZVPD)
C -1.5464 1.2953 1.6398
C -0.3202 1.2537 2.5081
C 0.2827 -0.0585 0.3504
N -0.3037 0.5995 1.2892
N -0.2672 -0.3582 -0.8222
N 1.2614 -1.5051 -2.7541
H -2.3833 0.5529 2.0023
H -1.6766 2.1895 1.2121
H 0.4445 2.0621 2.6817
H -0.2312 0.4468 3.2132
H 1.1895 -0.5319 0.6275
H 0.1246 -1.1519 -1.2988
H -1.2349 -0.1447 -1.1357
H 0.9334 -1.9646 -3.6475
H 2.1668 -2.1324 -2.7740
H 1.5605 -0.5525 -3.0920
```

Values from the calculation:
Expectation value of S²: 2.007
Orbital gap (alpha / beta): 7.21 / 7.17 eV
HOMO level (alpha / beta): -0.3625 / -0.5451 Ha
Spin multiplicity: 3
E_LUMO (alpha / beta): -2.65 / -7.66 eV
Net charge: +1

***

Q: Which of them is the most stable? A: version a.

***

Version a
Density functional theory data (wB97M-V/def2-TZVPD) for C3H4FN3 as an isolated structure.

Geometry as XYZ:
```
11
C3H4FN3 (wB97M-V/def2-TZVPD)
C -0.2493 -1.4275 0.9273
C 0.1440 -1.8027 -0.4026
C 2.5752 0.4721 0.5752
N 0.6503 -0.5447 1.2916
N 1.2302 -1.1618 -0.7460
N 1.5282 -0.4062 0.2921
F 3.4749 0.2278 -0.3213
H -1.1990 -1.6270 1.3638
H -0.3643 -2.4418 -1.0753
H 1.8018 3.4356 0.1351
H 1.4379 4.1437 0.3485
```

Values from the calculation:
Orbital gap: 9.81 eV
HOMO level: -0.3866 Ha
E_LUMO: -0.71 eV

***

Version b
Density functional theory data (wB97M-V/def2-TZVPD) for C3H4FN3 as an isolated structure.

Geometry as XYZ:
```
11
C3H4FN3 (wB97M-V/def2-TZVPD)
C -0.4846 1.0111 -0.0671
C 0.8887 1.0725 -0.0565
C -1.0366 -0.1984 -0.4498
N 1.1718 -1.2689 -0.0703
N 1.4478 -0.1888 0.0199
N -1.7446 -1.1168 0.1112
F 3.1448 0.0567 0.1456
H -0.9400 1.9973 -0.1710
H 1.4504 1.9025 -0.1464
H -1.9363 -1.9986 -0.3679
H -1.9614 -1.2687 1.0522
```

Values from the calculation:
Orbital gap: 8.50 eV
HOMO level: -0.3165 Ha
E_LUMO: -0.11 eV

***

Version c
Density functional theory data (wB97M-V/def2-TZVPD) for a 2-piece molecular cluster, C3H4FN3 overall.

Geometry as XYZ:
```
11
C3H4FN3 (wB97M-V/def2-TZVPD)
C 1.8334 -0.1558 -0.0104
C 1.7274 1.2092 0.3600
C -2.7607 -0.0678 0.7638
N 0.5874 -0.6406 -0.0037
N 0.4239 1.4878 0.5476
N -0.1217 0.3727 0.2640
F -3.2178 0.3767 -0.3669
H 2.7864 -0.6881 -0.2216
H 2.4273 1.9475 0.4099
H -2.1758 -0.9860 0.6568
H -2.6284 0.6600 1.5405
```

Values from the calculation:
Orbital gap (alpha / beta): 8.88 / 6.35 eV
HOMO level (alpha / beta): -0.3556 / -0.3321 Ha
E_LUMO (alpha / beta): -0.79 / -2.69 eV

***

Q: Which of them is the most stable? A: version a.

***

Version a
Density functional theory data (wB97M-V/def2-TZVPD) for a 2-piece molecular cluster, C2H3I2N overall.

Geometry as XYZ:
```
8
C2H3I2N (wB97M-V/def2-TZVPD)
C 0.6966 0.5382 1.9611
C 0.0260 -2.2895 0.5109
N 0.2190 1.3980 1.3012
I 1.3331 -0.0672 3.8650
I -1.8900 -2.8198 0.8509
H 0.6113 -1.8204 1.3620
H 0.1900 -1.8210 -0.4562
H 0.0607 2.3675 1.5981
```

Values from the calculation:
Orbital gap (alpha / beta): 7.42 / 7.52 eV
HOMO level (alpha / beta): -0.3033 / -0.2887 Ha
E_LUMO (alpha / beta): -0.83 / -0.33 eV

***

Version b
Density functional theory data (wB97M-V/def2-TZVPD) for an isolated molecule of C2H3I2N.

Geometry as XYZ:
```
8
C2H3I2N (wB97M-V/def2-TZVPD)
H 0.6773 1.5188 -1.6626
N 0.8841 0.6675 -1.1023
C 0.0633 0.5454 -0.1645
I -1.5402 1.9100 0.1476
C 0.2366 -0.7270 0.6361
I -1.4940 -2.0280 0.0719
H 1.0164 -1.4070 0.4113
H 0.1562 -0.4797 1.6625
```

Values from the calculation:
Orbital gap: 9.35 eV
HOMO level: -0.3509 Ha
E_LUMO: -0.20 eV
SMILES: [H]/N=C(\I)CI

***

Q: Which of them is the most stable? A: version b.